[1]
# C61H44FNOP2S3V

A molecular structure, C61H44FNOP2S3V (ωB97M-V with the def2-TZVPD basis set, the OMol25 dataset).

Calculated values
Spin multiplicity = 2
F_max = 0.64 eV/A
Total charge = +2
Orbital gap (alpha / beta) = 6.472 / 7.130 eV
E_tot = -5401.62273 Ha

Each line ends with the Mulliken charge.
Element x y z (Å)
C -2.07666 -1.70930 4.29276  -1.104
C -5.12602 -3.22094 0.38190  -1.141
C 1.92276 0.62205 -2.59222  0.020
H 7.76353 -0.74930 -0.01512  0.331
C 1.29093 0.37115 5.15473  -1.006
H -2.38668 0.57645 -4.49277  0.439
C -1.84067 -1.75810 -2.32969  1.516
H 1.13948 1.42985 5.30698  0.468
C 2.61737 1.82664 -4.98792  -0.174
F -2.09577 -3.96857 4.91970  -0.390
C -3.31834 0.96187 0.97720  0.547
C -5.46276 1.16489 -2.34056  -0.954
C 0.85486 0.83288 -3.52725  -1.730
H -1.97301 0.29222 3.59570  0.412
C -0.22793 2.86128 3.70802  -0.191
H -2.53830 -1.45103 5.23739  0.570
C 2.82086 0.79923 1.81856  0.154
N -2.93402 -0.21682 0.58216  0.696
H -1.52834 1.40213 -6.59953  0.512
H 3.31614 -2.03249 -1.93994  0.598
H 1.53855 -1.99605 2.73985  0.425
H -3.48844 -1.43910 -3.68675  0.390
C -2.95216 2.33175 -2.18705  -0.848
H -0.18081 -2.43400 -1.14550  0.110
C -0.08612 5.15493 3.00262  -0.802
C 3.21191 1.05249 -2.82212  -0.087
H 1.99302 -3.39734 4.69782  0.485
H 3.97394 0.88714 -2.07219  0.700
C -1.74999 -0.74056 3.35853  -0.094
C 1.26318 -0.18396 3.88074  1.807
C -5.18671 -0.55813 1.03103  1.291
C 2.69778 2.41930 -6.37453  -0.756
C -1.14009 -4.06768 -2.11612  -0.766
C -1.78978 -3.03356 4.01219  -0.099
H 1.99632 -2.40407 6.96855  0.425
C 5.65871 -1.09015 0.26148  0.302
C -0.89072 -2.43237 1.89294  -0.296
H -2.28426 -5.50646 -3.22316  0.451
C -1.32389 0.77319 -4.54503  0.119
H -3.77630 -3.80315 -4.21797  0.490
C 1.53036 -1.54640 3.72746  -0.721
P -1.51668 -0.01117 -1.91816  1.855
C 5.00222 1.29947 2.86475  -1.394
H -1.25278 4.47464 4.67125  0.477
O 0.83929 0.90300 -0.26799  -0.200
C 7.07985 -1.05984 0.77564  -0.811
H -7.23412 -3.21339 0.82865  0.453
C -0.98750 -2.72481 -1.80191  -0.244
H -0.46789 -4.80387 -1.69351  0.501
H -7.29707 -0.81564 1.42301  0.500
H 1.57482 0.01528 7.24860  0.507
C -2.15578 -4.46078 -2.97499  -0.766
H -4.45911 -0.70874 -2.14515  0.398
V -0.82674 0.27594 0.65534  -0.067
C -2.99328 -3.50427 -3.53357  -0.977
H 2.95075 3.47852 -6.31141  0.322
C 3.48260 0.01133 0.82147  -1.676
C 1.29549 1.39863 -4.73612  1.978
H 7.73866 0.78644 1.78630  0.353
C -1.14942 -1.09035 2.14053  2.314
C -4.33435 0.36357 -2.20599  -0.783
C -4.07887 3.12800 -2.31092  -0.717
C -0.54932 0.56598 -3.41293  0.029
H -3.03013 -2.97411 0.00018  0.522
H 1.31478 1.51423 -7.82643  0.308
C 2.99998 -0.64285 -0.35643  0.027
H 7.40125 -2.05226 1.09229  0.370
C -2.83002 -2.16198 -3.22505  -0.653
H 3.48220 1.94597 -6.96429  0.367
C -3.95178 -2.49897 0.30078  -0.260
H 0.84912 3.13197 -7.35250  0.356
C -0.84372 1.27366 -5.76974  -1.530
C 5.62352 0.42573 2.02303  0.099
C 1.79612 -1.78377 6.10400  -0.803
C -3.98840 -1.14375 0.61779  -1.121
C -5.33819 2.54365 -2.39596  -0.770
C 4.86161 -0.20359 1.01836  1.312
C -6.37324 -1.28278 1.10576  -0.549
C 7.05687 -0.04719 1.95275  -0.911
H 5.65750 -2.53580 -1.33247  0.467
C 5.09420 -1.81876 -0.74951  -1.463
H -6.21853 3.16436 -2.50520  0.430
H 3.11061 2.03075 3.52207  0.552
C 1.28625 2.20535 -6.98312  -0.831
H 5.53706 1.82952 3.64308  0.482
C 1.13148 3.45736 1.80962  -0.532
C -0.58268 4.19235 3.86931  -1.024
S -2.03428 2.13314 1.15764  -0.544
H -5.11385 -4.27622 0.14170  0.511
C 0.64407 2.48430 2.68680  0.227
H -0.41599 -2.75223 0.97304  0.166
C 0.76338 4.78547 1.96753  -0.827
C 3.57584 1.68257 -4.02382  -1.547
C 1.55456 -0.42932 6.26178  -0.835
C -1.19935 -3.41465 2.83072  -0.776
H 1.14756 5.53349 1.28594  0.486
H -0.36032 6.19314 3.13394  0.459
H 7.35344 -0.51114 2.89337  0.328
H -6.44026 0.70345 -2.40304  0.497
H 1.80133 3.17756 1.00610  0.383
S 1.48852 -0.22245 -1.13734  1.591
C 3.75001 -1.55425 -1.06551  -0.271
S -4.95660 1.12337 1.39929  -0.242
H -0.98672 -4.46038 2.64766  0.539
H -1.97584 2.79924 -2.13221  0.466
C 1.79165 -2.34178 4.82952  -0.703
H -3.97612 4.20519 -2.34695  0.484
H 4.59618 2.01176 -4.17110  0.508
C 3.60313 1.43339 2.76303  0.041
C -6.32954 -2.62117 0.77476  -0.832
P 1.03759 0.74360 2.32404  1.716
C -3.06849 0.93950 -2.14145  0.773
C 0.47343 1.61632 -5.85523  0.113
H -0.66193 2.12124 4.36568  0.296

***

[2]
# C37H74BClF2IN2O26S7

7 unconnected molecules or ions with the total composition C37H74BClF2IN2O26S7 at a distorted geometry (ωB97M-V with the def2-TZVPD basis set, the OMol25 dataset).

Calculated values
Spin multiplicity = 1
F_max = 6.04 eV/A
Total charge = +1
Orbital gap = 6.664 eV
E_tot = -7289.32974 Ha

Each line ends with the Mulliken charge.
Element x y z (Å)
O 5.98499 -0.74962 3.02306  -0.557
H -2.29289 0.77019 8.26288  0.377
C -0.37038 -2.87362 -1.48366  3.018
H 2.79946 -6.07820 1.39646  0.382
H -9.11724 -2.14442 -6.36920  0.314
O 0.13523 0.32678 -2.03648  -0.393
C 6.50294 -3.38546 5.77700  -0.987
O 2.20597 12.19481 -0.62564  -0.304
C 8.47591 0.01639 3.14301  -1.020
H 1.61560 7.48927 -0.26405  0.458
O 6.77466 4.47002 -0.44964  -0.293
H 4.99388 4.40232 -1.43513  0.232
H -1.31714 3.59748 -2.77166  0.345
C -7.15498 -2.92878 1.67665  -0.496
C 2.99045 12.02773 0.56911  -0.299
S -1.63064 -4.32548 -3.43107  1.385
Cl 0.63920 -4.26358 1.46885  -0.071
H 4.87204 11.43852 -0.32172  0.290
H 9.11115 5.63504 0.09326  0.325
C -2.41466 0.84597 7.18419  -0.938
H 3.38574 -0.97227 -1.38965  0.357
H -3.62605 -5.06109 -1.67828  0.048
H 3.90196 -0.00056 0.62375  0.375
O -2.74708 -3.46573 -3.40588  -0.534
C -12.06382 -1.38131 -3.47844  -0.959
H -2.28581 1.87626 6.86185  0.319
H -1.24511 -0.77077 0.74109  0.372
C 3.28591 -1.73216 -0.59597  -0.338
F -2.56644 -7.06644 -1.48404  -0.383
H 0.25812 3.12809 -2.15393  0.318
H 2.52778 -3.67614 -2.45847  0.421
H 3.19489 -1.35254 1.57669  0.222
H 0.35014 -6.59819 -2.85911  0.239
H 3.57951 3.85518 0.48233  0.204
H -0.70299 2.85350 0.12623  0.299
C -7.90353 -2.41949 0.59057  -0.612
H -3.38964 0.46416 6.89057  0.314
O 7.34040 -1.20846 5.03201  -0.308
H -12.03199 -1.45877 -2.39338  0.369
H 7.51500 -3.64173 6.09217  0.271
H 1.14524 7.22425 -1.96192  0.369
O -1.37350 -1.51044 6.81198  -0.605
C 4.60802 4.16706 0.65448  -0.821
H -1.09451 0.11304 2.96076  0.068
H 6.35863 -3.80450 4.78069  0.280
B 1.24276 -2.58778 -1.42336  -1.304
H 10.11364 4.21628 0.49532  0.370
C -7.51989 -2.83965 -0.68965  -0.295
O -10.95223 -3.71342 -3.76315  -0.613
H -1.64752 1.90349 -1.02487  0.245
H -11.04249 -4.44606 -7.02094  0.265
H 4.64362 13.17588 -0.20848  0.270
H -5.53490 -4.12451 2.36145  0.311
H -6.22350 -4.03413 -1.93120  0.430
F -2.26167 -5.72488 -3.83160  -0.223
C -6.45266 -3.71651 -0.90626  -0.247
H -2.08467 -1.74637 -0.76664  0.637
O 0.10525 0.48668 6.60779  -0.633
O -0.69617 -4.08196 -4.45876  -0.609
S 7.83779 3.69132 0.45128  1.307
S 7.26874 -1.23316 3.43773  1.253
H -1.74206 -2.25185 3.58428  0.288
O -1.95204 -3.31079 0.51077  0.225
C 1.62714 -5.87167 -0.49851  -0.270
H 6.36727 -1.50530 6.79228  0.274
C -6.07235 -3.78864 1.46444  -0.412
H -3.84995 -3.50360 -0.88731  0.641
H 5.51071 2.84714 -0.80495  0.299
O -4.64572 -5.08970 0.07444  -0.370
H -0.28850 -2.36089 4.56511  0.522
O 2.00592 -2.87122 -2.57745  -0.367
C -1.27048 -2.36870 -0.32299  -2.005
O 1.81178 9.79449 -1.03166  -0.526
O -1.63637 0.04770 4.91722  -0.300
H 0.08719 -6.34192 0.85016  1.261
H 3.93534 -2.60611 -0.79972  0.346
O -0.44042 5.00761 -1.60016  -0.345
C -0.67734 3.62620 -1.88945  -0.448
N -0.67820 -4.30499 -1.94702  0.016
H 2.79756 11.05112 1.01807  0.277
C -0.72664 -1.86683 3.69701  -0.149
C -0.14450 -0.76263 -2.34450  0.412
O 7.59833 3.99946 1.82685  -0.618
H -7.45162 -2.64144 2.69027  0.370
S -1.16512 -0.14686 6.43574  1.206
H 5.78874 -3.86036 6.45092  0.397
S 2.19209 11.01047 -1.69281  1.136
C -0.36283 -7.30284 -2.39339  -1.395
H 0.71588 10.92593 -3.50114  0.372
N -0.61184 -1.88338 -2.58989  -0.985
C -1.23534 -6.74038 -1.22793  -0.280
H -9.66872 -4.54335 -5.93171  0.291
H 4.61867 5.22515 0.91957  0.291
C -1.36506 2.91784 -0.73858  -0.901
O 7.92542 2.33395 -0.00260  -0.642
H -0.06366 11.58301 -2.03565  0.316
C 4.47020 12.23174 0.30905  -0.983
H 4.85084 -1.49576 0.95279  0.241
H -11.92904 -0.34740 -3.78649  0.314
H 1.61484 -6.96703 -0.66319  0.332
H 9.40625 -0.27491 3.62501  0.387
O -11.08264 -2.15628 -5.66813  -0.279
I -2.57798 -5.79880 1.85326  0.103
C -10.09691 -2.54409 -6.63990  -0.335
H -0.14355 -2.14367 2.82053  -0.432
H 2.63948 12.78064 1.27401  0.276
H 8.61916 0.09029 2.06645  0.369
S -10.73670 -2.34691 -4.12213  1.261
C 5.45328 3.91386 -0.57620  -0.346
C 0.25988 -5.48212 0.18450  -0.937
O -0.62716 -1.49300 0.56084  -0.396
O -9.49811 -1.68225 -3.83507  -0.639
H -10.38865 -2.07252 -7.57776  0.275
H 8.10955 0.96059 3.53899  0.324
C 0.83269 11.59539 -2.65098  -0.978
C 0.86275 7.06785 -0.92461  -1.176
H 5.02600 12.23224 1.24731  0.390
C 9.26632 4.57393 -0.08649  -0.985
H 0.23090 -8.18065 -2.08091  0.383
C -3.55835 -4.55719 -0.69929  0.247
H -9.39028 -4.30741 -7.65897  0.385
C -2.14667 -4.62564 0.02544  -2.419
C -0.73853 -0.36098 3.87703  -0.404
C -0.96724 -5.24944 -0.79754  1.334
H -13.00271 -1.78098 -3.85410  0.330
S 0.77793 5.33750 -0.60990  1.351
H 9.42513 4.37645 -1.14369  0.316
H -1.02406 -7.44568 -0.40475  0.754
H 3.70509 -6.19698 -0.11296  0.465
H 1.05494 12.60215 -2.99629  0.347
H -8.11905 -2.43285 -1.53439  0.392
H -0.10709 7.51154 -0.71388  0.405
O 1.96572 4.71353 -1.12037  -0.587
H -2.25798 3.45689 -0.42007  0.355
H -1.01845 -7.67943 -3.20034  0.461
H 3.22107 -4.58251 0.39748  0.181
H -8.73860 -1.73336 0.76443  0.401
O 0.34863 5.13932 0.74045  -0.652
O 3.37699 11.08290 -2.48700  -0.607
C 6.30826 -1.88141 5.77156  -0.306
C 2.89318 -5.63287 0.39664  -1.465
H 1.85519 -5.40641 -1.47786  0.175
C -5.70305 -4.20018 0.16839  0.397
H 4.99042 3.61529 1.51449  0.362
O 7.77633 -2.48619 2.96672  -0.667
H 0.26616 0.02280 4.06716  0.365
O 1.90622 -2.09913 -0.35317  0.344
C -10.04595 -4.04814 -6.82678  -0.977
C 3.84832 -1.09539 0.72304  -1.098
H 0.25947 -4.60535 -2.28765  1.214
H 5.32367 -1.61005 5.38464  0.292

***

[3]
# C5H6N2

C5H6N2 in the gas phase at a distorted geometry (ωB97M-V with the def2-TZVPD basis set, the OMol25 dataset).

Calculated values
Spin multiplicity = 1
F_max = 1.42 eV/A
SMILES = N#C[C@H]1[C@H]2CCN21
Orbital gap = 10.435 eV
E_tot = -303.51823 Ha

Each line ends with the Mulliken charge.
Element x y z (Å)
C 0.50771 0.80928 0.24413  0.127
H -0.56045 -0.72035 1.39969  0.269
H -0.67661 2.13395 -0.93901  0.347
C 0.79036 -1.16038 -0.27815  -0.351
N 0.61218 0.18359 -1.09041  -0.461
C 0.44043 -0.45893 1.04266  -0.848
C -0.63954 1.06559 -0.63177  -0.048
H 0.25639 -2.07793 -0.56002  0.282
H 1.16228 -0.45548 1.85519  0.299
H 1.16996 1.64580 0.40545  0.372
H 1.87525 -1.39727 -0.31343  0.286
N -2.98588 -0.04277 -0.58973  -0.435
C -1.95209 0.47492 -0.54459  0.162

***

[4]
# C7H8N3O2

A gas-phase ion, C7H8N3O2 (charge +1) at a distorted geometry (ωB97M-V with the def2-TZVPD basis set, the OMol25 dataset).

Calculated values
Spin multiplicity = 1
F_max = 7.95 eV/A
SMILES = N#[N+]C1=[N+]([O-])O[C@H]2C=CCC[C@@H]12
Total charge = +1
Orbital gap (alpha / beta) = 7.419 / 7.421 eV
E_tot = -585.73920 Ha

Each line ends with the Mulliken charge.
Element x y z (Å)
O -1.21342 -1.74521 -0.29987  -0.219
H -1.22436 -0.76193 -2.09017  0.309
H -2.96463 0.43396 -0.22890  0.433
H 2.05385 1.40330 -0.28430  0.390
H 0.85263 -0.38317 -1.99440  0.436
H 0.34032 0.47849 1.36318  0.253
N 3.07414 -1.48731 1.16682  -0.497
O -0.27985 -3.23991 0.94476  -0.489
C -1.90090 0.55161 -0.20635  -0.659
N -0.07964 -2.16625 0.38673  0.773
C -1.07490 -0.63454 -0.95917  0.186
H 0.47949 2.39590 1.39883  0.438
C 0.21097 1.44074 0.82953  -0.405
C -1.32254 1.41531 0.55321  -0.262
H -1.91787 2.26793 1.07970  0.315
C 0.56574 -0.29364 -0.96223  0.022
C 0.90930 -1.24123 0.21606  -0.450
C 0.98324 1.11361 -0.40751  -0.843
H 0.43472 1.87121 -1.21379  0.380
N 2.07370 -1.41888 0.70788  0.890

***

[5]
# C23H25FN4Si

5 unconnected molecules or ions with the total composition C23H25FN4Si at a distorted geometry (ωB97M-V with the def2-TZVPD basis set, the OMol25 dataset).

Calculated values
Spin multiplicity = 1
F_max = 7.28 eV/A
SMILES = C#CC[SiH2]F.c1ccncc1.c1ccncc1.c1ccncc1.c1ccncc1
Orbital gap = 9.957 eV
E_tot = -1499.70127 Ha

Each line ends with the Mulliken charge.
Element x y z (Å)
C 0.36305 -1.09806 0.93321  -0.244
C 0.60734 -1.51116 -1.39861  -0.448
C -5.68965 -1.65954 -2.50734  -0.490
N 1.94846 -1.39988 -1.34768  -0.532
H 4.37542 -2.13259 2.01859  0.527
C 0.38748 2.22738 -2.03590  -0.097
H 7.77417 -0.33377 3.91935  0.359
C -3.63032 -0.01987 1.42326  -0.239
C -3.68152 -1.16057 2.20838  -0.350
C -0.22108 -1.36840 -0.29695  -0.101
H -4.94553 0.32799 4.97538  0.366
H -1.29472 -1.46646 -0.39714  0.453
F -3.03649 -1.48665 -1.23557  -0.182
H -4.21398 -1.91338 4.15239  0.373
C -5.60950 1.10309 -1.45829  -0.349
H -6.19033 -1.63800 -3.54634  0.306
H 2.23127 -0.77046 1.96105  0.439
H -6.18584 -2.38323 -1.75883  0.297
H 0.62893 5.52300 -2.77718  0.365
C 0.80130 4.45413 -2.81392  -0.240
C 7.19111 -0.56880 3.03500  -0.090
C -5.69316 -0.15466 -1.87576  -0.103
C 1.74347 -0.97975 1.01658  -0.472
H -4.79124 2.27315 3.41775  0.356
C 6.83698 -0.47444 0.68338  -0.217
N 1.95926 2.59874 -3.82357  -0.552
H 3.56914 -1.04949 -0.12896  0.436
H -3.28046 -1.53889 -3.91929  -0.064
H 7.12640 -0.16756 -0.31670  0.371
H -3.26114 -0.05958 0.40433  0.636
C 1.30218 1.78452 -2.97821  -0.180
C -4.15999 -1.04318 3.50638  -0.466
Si -3.79968 -2.11626 -2.66979  0.319
H -3.69110 -3.57159 -2.64162  -0.095
C 2.48705 -1.13591 -0.14293  -0.259
N -4.02061 1.19660 1.84396  -0.464
H -0.11509 1.52503 -1.38158  0.363
H -3.35527 -2.11631 1.81603  0.391
C -4.48140 1.28107 3.10449  -0.317
N 5.69070 -1.17398 0.75781  -0.429
H 8.53332 0.41318 1.66151  0.346
C 0.13579 3.58997 -1.95485  -0.520
C 6.01087 -1.29111 3.14372  -0.650
C 5.30241 -1.56801 1.98550  -0.127
C 7.61666 -0.15117 1.78201  -0.486
H -0.57281 3.97524 -1.22893  0.392
H 2.23690 4.54731 -4.41939  0.348
H -5.21702 2.19439 -1.41072  0.307
H 1.53509 0.72907 -3.07769  0.434
C -4.56818 0.20077 3.96797  -0.296
H -0.25278 -0.98095 1.81922  0.455
H 0.19821 -1.72644 -2.38148  0.387
C 1.69492 3.91328 -3.72431  -0.305
H 5.64994 -1.63177 4.10657  0.340